No. 1
Here is one molecule with the formula C5H9Br at a distorted geometry from OMol25. Energies are from ωB97M-V/def2-TZVPD.

Element x y z (Å)
Br1 -0.3007 3.0512 1.0528
C1 0.0229 0.2372 0.1226
C2 0.3037 -0.5097 -1.1961
C3 -1.4063 -0.0806 0.8174
C4 1.1543 0.0315 1.1136
C5 0.3429 1.7306 -0.1779
H1 -0.1064 -1.4769 -1.2814
H2 -1.8470 -0.8872 0.2951
H3 0.8128 0.4496 2.0698
H4 1.2804 -0.6493 -1.5943
H5 2.1846 0.0557 0.7495
H6 1.0186 2.0542 -0.8846
H7 -1.0485 -0.1512 1.8290
H8 -2.0950 0.6892 0.7383
H9 -0.2823 0.0455 -1.8687

As for the net charge: 0. For the total energy, the calculation gives -2769.77390 a.u. The value obtained for the HOMO-LUMO gap (alpha / beta) is 0.311 / 0.304 Eh. For the LUMO energy (alpha / beta), the calculation gives 0.22 / 0.25 eV. The value obtained for the energy relative to the best compared isomer or geometry (same formula, charge and spin) is 67.08 kcal per mole.

natural (NBO) atomic charge list, values in e, 4 entries: Br 0.031; C -0.159; C -0.618; C -0.599

=====

No. 2
Here is one molecule with the formula C5H9Br at a distorted geometry from OMol25. Energies are from ωB97M-V/def2-TZVPD.

Element x y z (Å)
Br1 -1.3195 2.1692 -1.0994
C1 0.3956 -0.4400 -1.8743
C2 -0.8663 1.2202 1.6432
C3 0.7249 -1.2500 0.4966
C4 0.1536 -0.1854 -0.3951
C5 -0.4972 1.0408 0.1412
H1 0.8872 -1.4716 -2.0231
H2 -0.5045 -0.5475 -2.3680
H3 -1.1007 2.2330 1.8429
H4 0.7184 -2.2246 0.0153
H5 0.3332 -1.3449 1.4891
H6 -0.0381 0.7381 2.1515
H7 1.0808 0.3186 -2.4138
H8 -1.7510 0.7083 1.7733
H9 1.7836 -0.9642 0.6206

As for the net charge: 0. For the total energy, the calculation gives -2769.86742 a.u. Its structure (SMILES) is CC(C)=C(C)Br. The value obtained for the HOMO-LUMO gap is 0.333 Eh. For the LUMO energy, the calculation gives 0.91 eV. The value obtained for the energy relative to the best compared isomer or geometry (same formula, charge and spin) is 8.40 kcal per mole.

natural (NBO) atomic charge list, values in e, 4 entries: Br 0.054; C -0.654; C -0.646; C -0.656

=====

No. 3
Here is C5H9Br3 as an isolated structure at a distorted geometry from OMol25. Energies are from ωB97M-V/def2-TZVPD.

Element x y z (Å)
Br1 -1.3494 -0.7369 -2.3150
Br2 0.4360 -2.7887 -0.6704
Br3 0.5115 -0.1027 2.0257
C1 0.6386 0.8830 0.4706
C2 1.9690 1.2883 -0.0363
C3 1.5026 -0.9407 -2.6091
C4 0.3631 -1.1398 -1.6348
C5 -0.6033 1.5739 -0.0267
H1 -1.5802 1.0773 0.0403
H2 1.8584 1.4291 -1.0806
H3 2.4455 2.1911 0.4702
H4 1.1954 -1.3774 -3.5797
H5 2.5284 -1.3074 -2.1905
H6 -0.4633 1.9674 -1.0365
H7 -0.6907 2.4569 0.6638
H8 1.4482 0.2044 -2.8657
H9 2.6520 0.3274 0.0275

As for the net charge: 0. For the total energy, the calculation gives -7917.82220 a.u. The value obtained for the HOMO-LUMO gap (alpha / beta) is 0.256 / 0.316 Eh. For the LUMO energy (alpha / beta), the calculation gives -0.49 / 0.33 eV. The value obtained for the energy relative to the best compared isomer or geometry (same formula, charge and spin) is 10.41 kcal per mole.

natural (NBO) atomic charge list, values in e, 4 entries: Br 0.085; Br 0.076; Br 0.101; C -0.005

=====

No. 4
Here is a 2-piece molecular cluster, C5H9BrN3O2 overall at a distorted geometry from OMol25. Energies are from ωB97M-V/def2-TZVPD.

Element x y z (Å)
Br1 -0.3515 1.4229 -4.2382
O1 -0.3084 -2.2318 -2.4680
O2 -0.7430 -1.8384 -4.6333
N1 -0.5075 -1.3426 -3.5718
N2 -1.6139 0.7359 -0.5362
N3 0.4382 0.1306 -0.0551
C1 -1.4873 0.9492 0.9993
C2 -0.0685 0.3825 1.2245
C3 1.8957 -0.0337 -0.1925
C4 -0.3526 -0.1048 -3.2362
C5 -0.4238 0.3864 -1.0212
H1 -0.4364 -3.0501 -2.9874
H2 -2.3917 0.4118 1.4540
H3 -1.6183 2.0736 1.0512
H4 1.9489 -0.5084 -1.1342
H5 0.6042 1.1301 1.7924
H6 2.3754 0.9006 -0.4196
H7 -2.3552 1.3881 -1.0904
H8 2.2636 -0.5249 0.7589
H9 -0.0836 -0.6499 1.6646

As for the net charge: +1. For the total energy, the calculation gives -3084.16074 a.u. The value obtained for the HOMO-LUMO gap (alpha / beta) is 0.283 / 0.283 Eh. For the LUMO energy (alpha / beta), the calculation gives -5.32 / -5.32 eV. The value obtained for the energy relative to the best compared isomer or geometry (same formula, charge and spin) is 148.26 kcal per mole.

natural (NBO) atomic charge list, values in e, 4 entries: Br 0.273; O -0.530; O -0.375; N 0.274

=====

No. 5
Here is a 2-piece molecular cluster, C5H9BrO overall at a distorted geometry from OMol25. Energies are from ωB97M-V/def2-TZVPD.

Element x y z (Å)
Br1 -1.4241 0.2779 1.6475
O1 -0.7361 -2.2256 0.7049
C1 1.0133 0.8690 -1.7966
C2 0.3850 0.8123 -0.4169
C3 -0.7349 0.2070 -0.0450
C4 -1.3887 -3.1245 1.1796
C5 0.9541 1.7432 0.6464
H1 0.7404 0.0928 -2.4367
H2 0.8516 1.3436 1.6550
H3 -1.8692 -3.9852 0.5752
H4 2.0340 1.1630 -1.7346
H5 -1.3351 -3.2623 2.2584
H6 -1.4535 -0.3771 -0.7611
H7 0.4044 2.6329 0.5647
H8 1.9807 2.0871 0.4030
H9 0.5780 1.7459 -2.4437

As for the net charge: 0. For the total energy, the calculation gives -2845.06974 a.u. Its structure (SMILES) is CC(C)=CBr.C=O. The value obtained for the HOMO-LUMO gap is 0.332 Eh. For the LUMO energy, the calculation gives 0.63 eV. The value obtained for the energy relative to the best compared isomer or geometry (same formula, charge and spin) is 22.95 kcal per mole.

natural (NBO) atomic charge list, values in e, 4 entries: Br 0.065; O -0.505; C -0.630; C -0.032

=====

No. 6
Here is one molecule with the formula C5H9Cl2N at a distorted geometry from OMol25. Energies are from ωB97M-V/def2-TZVPD.

Element x y z (Å)
Cl1 2.3554 1.0621 1.0671
Cl2 -0.5381 0.3475 -2.8615
N1 0.4288 -1.1338 -0.4388
C1 -1.6198 0.2447 0.1597
C2 0.8456 -1.2361 0.9769
C3 0.3026 1.0296 -1.4347
C4 -0.1159 0.2389 -0.2109
C5 0.7881 0.2320 1.0534
H1 -1.8406 1.2055 0.5633
H2 0.1871 0.7604 1.8454
H3 0.1421 -1.7602 1.6225
H4 1.4501 0.9958 -1.5372
H5 0.0324 2.0661 -1.4270
H6 -1.7228 -0.5148 0.9571
H7 -0.2154 -1.7738 -0.7814
H8 -2.2432 0.0738 -0.6905
H9 1.7637 -1.8376 1.1366

As for the net charge: 0. For the total energy, the calculation gives -1171.01436 a.u. Its structure (SMILES) is C[C@]1(CCl)NC[C@H]1Cl. The value obtained for the HOMO-LUMO gap is 0.373 Eh. For the LUMO energy, the calculation gives 0.82 eV. The value obtained for the energy relative to the best compared isomer or geometry (same formula, charge and spin) is 14.28 kcal per mole.

natural (NBO) atomic charge list, values in e, 4 entries: Cl -0.038; Cl -0.069; N -0.613; C -0.629

=====

No. 7
Here is a 2-piece molecular cluster, C5H9Cl2PS overall at a distorted geometry from OMol25. Energies are from ωB97M-V/def2-TZVPD.

Element x y z (Å)
Cl1 -2.4667 0.9120 -1.4496
Cl2 -3.4031 -0.0078 1.5077
S1 -3.0758 -2.1860 -1.0629
P1 -2.4556 -0.5794 -0.1585
C1 1.2025 0.3988 -0.9249
C2 0.5811 -0.8910 -0.6220
C3 1.6394 0.9701 0.3769
C4 0.2549 0.6608 1.1162
C5 -0.1245 -0.7472 0.6438
H1 2.0322 0.1827 -1.5955
H2 0.4797 1.1142 -1.5090
H3 -0.5438 1.3488 0.8142
H4 0.2776 0.7667 2.2238
H5 -0.1286 -1.6068 1.2482
H6 2.4846 0.4139 0.8152
H7 1.9573 1.9986 0.4845
H8 1.3718 -1.6368 -0.4705
H9 -0.0829 -1.1113 -1.4375

As for the net charge: 0. For the total energy, the calculation gives -1855.83832 a.u. The value obtained for the HOMO-LUMO gap is 0.304 Eh. For the LUMO energy, the calculation gives -0.28 eV. The value obtained for the energy relative to the best compared isomer or geometry (same formula, charge and spin) is 26.19 kcal per mole.

natural (NBO) atomic charge list, values in e, 4 entries: Cl -0.230; Cl -0.232; S -0.501; P 0.866

=====

No. 8
Here is one molecule with the formula C5H9ClFN3O2 at a distorted geometry from OMol25. Energies are from ωB97M-V/def2-TZVPD.

Element x y z (Å)
Cl1 -3.3260 1.7383 -0.4783
F1 2.8282 -1.2928 -1.6204
O1 -1.1760 0.8363 3.5937
O2 -0.1503 -0.9922 2.1383
N1 0.4755 -0.4553 0.0177
N2 -0.7250 1.1145 1.2671
N3 -1.3313 1.5881 2.5900
C1 1.7231 -2.1731 -1.4257
C2 1.0929 -1.8010 -0.1159
C3 -1.5984 1.4554 -0.9781
C4 -0.0991 -0.1083 1.2458
C5 -0.6840 2.0169 0.1261
H1 -1.1782 3.0292 0.4697
H2 -1.3759 0.4050 -1.1605
H3 0.3588 2.2095 -0.2165
H4 1.8960 -1.8253 0.6721
H5 1.1348 0.1661 -0.3841
H6 0.3785 -2.5936 0.0527
H7 -1.4920 1.8855 -2.0301
H8 1.1644 -2.0309 -2.3730
H9 2.0839 -3.1723 -1.3904

As for the net charge: 0. For the total energy, the calculation gives -1070.61131 a.u. Its structure (SMILES) is O=NN(CCCl)C(=O)NCCF. The value obtained for the HOMO-LUMO gap is 0.335 Eh. For the LUMO energy, the calculation gives -0.59 eV. The value obtained for the energy relative to the best compared isomer or geometry (same formula, charge and spin) is 26.41 kcal per mole.

natural (NBO) atomic charge list, values in e, 4 entries: Cl -0.071; F -0.395; O -0.234; O -0.593

=====

No. 9
Here is C5H9ClI2O2PW as an isolated structure at a distorted geometry from OMol25. Energies are from ωB97M-V/def2-TZVPD.

Element x y z (Å)
W1 0.0049 -0.2999 1.1312
I1 3.1743 -3.9727 2.3378
I2 4.3854 -1.8762 2.8684
Cl1 -1.4310 0.1108 2.8056
P1 -0.5477 0.5924 -1.0196
O1 0.3335 -1.3627 4.4735
O2 2.2238 -1.0884 -0.9423
C1 -0.5804 2.2836 -0.1794
C2 0.3433 0.4832 -2.5822
C3 -2.1522 -0.3884 -0.8718
C4 0.3739 -1.0826 3.3067
C5 1.3378 -0.7464 -0.2375
H1 -1.9043 -1.4616 -1.0696
H2 -0.2288 1.0109 -3.3279
H3 -1.1120 2.9619 -0.8938
H4 -1.0793 2.1795 0.8313
H5 1.3101 0.9206 -2.3865
H6 0.4469 -0.5727 -2.7784
H7 -2.5397 -0.3137 0.1877
H8 -2.8432 0.0336 -1.6433
H9 0.4847 2.5888 -0.0097

The multiplicity is 3. As for the net charge: +3. For the total energy, the calculation gives -1809.06234 a.u. The value obtained for the HOMO-LUMO gap (alpha / beta) is 0.233 / 0.201 Eh. For the LUMO energy (alpha / beta), the calculation gives -13.64 / -14.18 eV. The value obtained for the energy relative to the best compared isomer or geometry (same formula, charge and spin) is 84.50 kcal per mole.

natural (NBO) atomic charge list, values in e, 4 entries: W 1.073; I 0.510; I 0.506; Cl -0.168

=====

No. 10
Here is one molecule with the formula C5H9ClN2 from OMol25. Energies are from ωB97M-V/def2-TZVPD.

Element x y z (Å)
Cl1 -3.2740 -0.7345 0.1130
N1 -1.5708 -0.6545 -0.0349
N2 1.8038 -2.3474 -0.7271
C1 -1.0015 0.4618 -0.1866
C2 1.6486 -1.8114 0.3912
C3 0.5055 0.4212 -0.2974
C4 -1.6339 1.8132 -0.2512
C5 1.1798 -0.4324 0.7862
H1 2.0774 0.0831 1.1458
H2 -1.1636 2.4178 -1.0243
H3 0.7604 0.0277 -1.2862
H4 1.5138 -1.7880 -1.5297
H5 1.9518 -2.4152 1.2445
H6 0.8792 1.4445 -0.2489
H7 -1.4862 2.3139 0.7065
H8 -2.7013 1.7394 -0.4433
H9 0.5108 -0.5390 1.6424

As for the net charge: 0. For the total energy, the calculation gives -765.56228 a.u. Its structure (SMILES) is [H]/N=C\CC/C(C)=N/Cl. The value obtained for the HOMO-LUMO gap is 0.390 Eh. For the LUMO energy, the calculation gives 0.82 eV. The value obtained for the energy relative to the best compared isomer or geometry (same formula, charge and spin) is 42.54 kcal per mole.

natural (NBO) atomic charge list, values in e, 4 entries: Cl 0.084; N -0.426; N -0.605; C 0.302

=====

No. 11
Here is C5H9ClN2O3PS as an isolated structure at a distorted geometry from OMol25. Energies are from ωB97M-V/def2-TZVPD.

Element x y z (Å)
Cl1 -1.7048 2.8603 -0.2343
S1 2.1476 2.0854 0.0301
P1 0.4095 0.9917 -0.6720
O1 -2.7684 -0.3515 0.6971
O2 0.0889 1.3717 -2.0790
O3 -1.2998 -0.4092 -0.9912
N1 1.3623 -0.3314 -0.4902
N2 3.5877 -0.4145 0.1737
C1 -1.0298 1.4226 0.4271
C2 -0.7898 1.5495 1.9409
C3 2.4852 0.2622 -0.0629
C4 -1.8991 0.1269 0.0646
C5 -1.6957 -1.6845 -1.4653
H1 -1.8112 1.6178 2.3200
H2 -1.4093 -2.3992 -0.6805
H3 -2.6067 -1.7210 -2.0378
H4 4.3195 0.0149 0.6874
H5 -0.1950 2.4896 2.2408
H6 -0.4013 0.5913 2.2938
H7 -0.9748 -1.9974 -2.2497
H8 0.7671 1.1824 -2.7579
H9 3.6471 -1.3446 -0.2958

As for the net charge: +1. For the total energy, the calculation gives -1730.66139 a.u. The value obtained for the HOMO-LUMO gap is 0.390 Eh. For the LUMO energy, the calculation gives -3.36 eV. The value obtained for the energy relative to the best compared isomer or geometry (same formula, charge and spin) is 0.00 kcal per mole.

natural (NBO) atomic charge list, values in e, 4 entries: Cl 0.093; S -0.035; P 1.963; O -0.491

=====

No. 12
Here is one molecule with the formula C5H9ClN2O5S at a distorted geometry from OMol25. Energies are from ωB97M-V/def2-TZVPD.

Element x y z (Å)
Cl1 -1.1655 0.7681 -2.1436
S1 -0.8587 1.0035 0.9263
O1 1.7932 -2.1286 -0.4378
O2 -0.1350 1.9382 1.7333
O3 -2.3613 3.2815 0.3496
O4 -3.2243 2.2581 -1.3431
O5 -2.1509 0.5696 1.2627
N1 -2.3299 2.5552 -0.6071
N2 0.1110 -0.2021 0.5795
C1 0.3331 -2.2746 -0.5426
C2 -0.3692 -1.5353 0.5595
C3 -0.9769 1.8791 -0.7799
C4 2.2224 -0.7792 -0.3673
C5 1.5538 -0.0223 0.6856
H1 -1.4744 -1.7557 0.3214
H2 1.7245 -0.4969 1.5963
H3 0.3755 -3.3732 -0.3561
H4 -0.1448 2.6429 -0.8526
H5 3.3579 -1.0107 -0.1078
H6 -0.1693 -2.0449 1.5621
H7 1.8010 1.0040 0.8056
H8 -0.0891 -2.0495 -1.5362
H9 2.1768 -0.2271 -1.3077

As for the net charge: 0. For the total energy, the calculation gives -1539.82696 a.u. Its structure (SMILES) is O=[N+]([O-])[C@H](Cl)S(=O)(=O)N1CCOCC1. The value obtained for the HOMO-LUMO gap is 0.374 Eh. For the LUMO energy, the calculation gives -0.02 eV. The value obtained for the energy relative to the best compared isomer or geometry (same formula, charge and spin) is 32.20 kcal per mole.

natural (NBO) atomic charge list, values in e, 4 entries: Cl 0.031; S 2.362; O -0.529; O -0.922

=====

What is the net charge in the twelfth record? 0

=====

energy relative to the best compared isomer or geometry (same formula, charge and spin) of number 9 (C5H9ClI2O2PW)? 84.50 kcal per mole

=====

What is the formula in the second record? C5H9Br

=====

Please write out number 2 again, unchanged.
Here is one molecule with the formula C5H9Br at a distorted geometry from OMol25. Energies are from ωB97M-V/def2-TZVPD.

Element x y z (Å)
Br1 -1.3195 2.1692 -1.0994
C1 0.3956 -0.4400 -1.8743
C2 -0.8663 1.2202 1.6432
C3 0.7249 -1.2500 0.4966
C4 0.1536 -0.1854 -0.3951
C5 -0.4972 1.0408 0.1412
H1 0.8872 -1.4716 -2.0231
H2 -0.5045 -0.5475 -2.3680
H3 -1.1007 2.2330 1.8429
H4 0.7184 -2.2246 0.0153
H5 0.3332 -1.3449 1.4891
H6 -0.0381 0.7381 2.1515
H7 1.0808 0.3186 -2.4138
H8 -1.7510 0.7083 1.7733
H9 1.7836 -0.9642 0.6206

As for the net charge: 0. For the total energy, the calculation gives -2769.86742 a.u. Its structure (SMILES) is CC(C)=C(C)Br. The value obtained for the HOMO-LUMO gap is 0.333 Eh. For the LUMO energy, the calculation gives 0.91 eV. The value obtained for the energy relative to the best compared isomer or geometry (same formula, charge and spin) is 8.40 kcal per mole.

natural (NBO) atomic charge list, values in e, 4 entries: Br 0.054; C -0.654; C -0.646; C -0.656